[1]
{"formula": "C4H3NO2", "method": "wB97M-V/def2-TZVPD", "e_above_lowest_kcal_mol": 97.4, "total_charge": 0, "total_energy_ev": -9777.4630, "fmax_ev_per_a": 3.59, "homo_ev": [-9.082, -9.085], "symbols": ["O", "O", "N", "C", "C", "C", "C", "H", "H", "H"], "xyz": [[0.37485, -2.28079, 1.36885], [-0.59196, 1.43431, 2.28015], [0.21498, -1.17792, 0.88202], [0.36917, -1.07693, -0.51431], [0.17432, 0.13157, -0.99090], [-0.45265, 1.28889, 1.12363], [-0.19895, 1.27625, -0.15503], [0.26121, 0.29289, -1.99198], [-0.51191, 2.02790, -0.81945], [0.36094, -1.91616, -1.18298]], "atomic_forces_ev_per_a": [[-0.1690, 0.6180, -0.2455], [0.0048, -0.2041, -2.3952], [0.3326, -1.0525, -0.1012], [-0.4692, -1.2548, 0.5539], [-0.3823, 1.1230, 3.2734], [0.0514, 0.3778, 3.5676], [0.4322, -1.1906, -2.3588], [0.0538, 0.6078, -2.6421], [-0.4582, 1.6427, 0.1524], [0.6038, -0.6674, 0.1956]], "lowdin_charge": [0.0050, 0.1899, -0.0551, -0.1338, -0.0601, -0.1662, -0.0751, 0.0834, 0.0989, 0.1130]}

***

[2]
{"formula": "C9H7FN2", "method": "wB97M-V/def2-TZVPD", "e_above_lowest_kcal_mol": 0.0, "total_charge": 0, "total_energy_ev": -15142.2307, "fmax_ev_per_a": 4.47, "homo_ev": -8.882, "symbols": ["F", "N", "N", "C", "C", "C", "C", "C", "C", "C", "C", "C", "H", "H", "H", "H", "H", "H", "H"], "xyz": [[-1.04331, -3.41422, 2.14048], [0.33828, 1.25655, -0.64378], [1.35484, 3.05367, -1.56690], [-0.63722, -0.93134, -0.61478], [-0.60832, -2.35919, 1.37982], [0.77851, -0.26439, 1.22319], [1.45520, 2.02963, -0.79845], [0.19408, -1.33273, 1.93446], [0.14679, -0.04907, 0.01615], [0.00898, 2.91810, -2.06076], [-1.01621, -2.15248, 0.06651], [-0.65402, 1.84533, -1.44279], [1.42216, 0.52300, 1.68044], [-0.86843, -0.95057, -1.68871], [-0.49416, 3.61473, -2.72173], [2.43255, 1.87701, -0.13602], [-1.77313, -2.88614, -0.51286], [-1.56401, 1.42428, -1.76239], [0.37616, -1.26906, 3.13160]], "atomic_forces_ev_per_a": [[0.4657, 1.1842, -0.7839], [-0.9719, -0.9387, -0.4045], [-2.7817, -0.0592, -1.4629], [-1.5365, -4.1875, -0.2250], [-0.0484, 1.3511, -0.2933], [-1.8856, -0.4457, 1.1751], [3.0219, -0.9062, 2.9752], [1.5571, -0.0952, 3.7538], [2.1876, 3.5695, -1.2136], [-0.1455, -0.7527, 1.5705], [-1.5329, -0.6981, -1.5864], [3.4291, 1.9044, -1.2405], [-0.7548, -0.9584, -0.2596], [-0.0909, 0.7912, 0.6822], [0.5272, 0.0251, 0.0211], [-2.3829, -0.0407, -1.6124], [2.1056, 1.6225, 1.6100], [-0.8849, -0.5537, 0.3434], [-0.2784, -0.8115, -3.0491]], "lowdin_charge": [0.0390, -0.0332, 0.0543, -0.0403, -0.2749, -0.0131, -0.2407, -0.0131, -0.2326, -0.1117, 0.0036, -0.0625, 0.1280, 0.1271, 0.0854, 0.1626, 0.1633, 0.0924, 0.1664]}

***

Please write out number 1 again, unchanged.
{"formula": "C4H3NO2", "method": "wB97M-V/def2-TZVPD", "e_above_lowest_kcal_mol": 97.4, "total_charge": 0, "total_energy_ev": -9777.4630, "fmax_ev_per_a": 3.59, "homo_ev": [-9.082, -9.085], "symbols": ["O", "O", "N", "C", "C", "C", "C", "H", "H", "H"], "xyz": [[0.37485, -2.28079, 1.36885], [-0.59196, 1.43431, 2.28015], [0.21498, -1.17792, 0.88202], [0.36917, -1.07693, -0.51431], [0.17432, 0.13157, -0.99090], [-0.45265, 1.28889, 1.12363], [-0.19895, 1.27625, -0.15503], [0.26121, 0.29289, -1.99198], [-0.51191, 2.02790, -0.81945], [0.36094, -1.91616, -1.18298]], "atomic_forces_ev_per_a": [[-0.1690, 0.6180, -0.2455], [0.0048, -0.2041, -2.3952], [0.3326, -1.0525, -0.1012], [-0.4692, -1.2548, 0.5539], [-0.3823, 1.1230, 3.2734], [0.0514, 0.3778, 3.5676], [0.4322, -1.1906, -2.3588], [0.0538, 0.6078, -2.6421], [-0.4582, 1.6427, 0.1524], [0.6038, -0.6674, 0.1956]], "lowdin_charge": [0.0050, 0.1899, -0.0551, -0.1338, -0.0601, -0.1662, -0.0751, 0.0834, 0.0989, 0.1130]}